(1)
{
  "formula": "C31H30Br2N3O7S2V",
  "method": "ωB97M-V with the def2-TZVPD basis set",
  "species": ["V", "C", "C", "C", "O", "C", "O", "O", "H", "H", "H", "H", "H", "H", "H", "C", "C", "C", "C", "C", "C", "Br", "C", "C", "Br", "C", "O", "C", "N", "H", "H", "H", "H", "H", "H", "O", "C", "O", "C", "C", "C", "C", "S", "C", "C", "H", "H", "H", "H", "H", "O", "S", "C", "C", "C", "C", "H", "H", "H", "H", "H", "H", "H", "H", "N", "C", "C", "C", "C", "C", "N", "C", "H", "H", "H", "H"],
  "positions_angstrom": [[0.31617, -0.09893, -0.59530], [2.28542, -3.74557, -0.58516], [1.58604, -2.75503, 0.33525], [2.21573, -2.96668, 1.73559], [1.89131, -1.39382, 0.01809], [-0.03387, -2.90254, 0.18526], [-0.52681, -4.04815, 0.17221], [-0.68737, -1.75958, 0.08830], [3.26592, -3.38444, -0.81700], [1.61387, -3.90010, -1.44345], [2.43323, -4.74346, -0.11367], [3.28543, -2.82217, 1.75431], [2.03419, -4.01010, 2.06997], [1.67499, -2.28150, 2.51355], [2.82958, -1.13781, 0.11660], [-4.45228, -1.62717, -1.62873], [-3.50614, -1.82068, -2.74297], [-4.00735, -2.46950, -3.91837], [-2.99809, -2.82601, -4.82077], [-1.62429, -2.51463, -4.67654], [-0.67224, -2.90556, -5.63764], [-1.05149, -4.14275, -7.09348], [0.63389, -2.41193, -5.51812], [0.92474, -1.43771, -4.56199], [2.46701, -0.25925, -4.88037], [0.05470, -1.29211, -3.45397], [0.55981, -0.65723, -2.40295], [-1.28037, -1.83900, -3.45380], [-2.25498, -1.46472, -2.55631], [-5.11211, -2.53198, -1.48968], [-5.12078, -0.80960, -1.68918], [-3.79616, -1.35905, -0.73469], [-5.07875, -2.58475, -4.09167], [-3.25658, -3.34253, -5.68715], [1.40767, -2.85564, -6.23289], [4.56850, 5.03956, 4.52085], [3.99312, 3.80587, 4.41223], [4.02203, 3.10376, 5.41710], [3.67445, 3.25228, 3.05728], [3.56264, 1.86666, 2.92922], [3.21450, 1.30086, 1.75518], [3.10532, 2.03116, 0.53084], [2.59491, 1.24077, -0.91339], [3.46327, 3.39281, 0.62370], [3.68066, 4.00448, 1.87231], [4.32291, 5.63322, 3.77614], [3.69022, 1.29935, 3.87537], [3.01113, 0.23564, 1.75890], [3.55902, 3.98633, -0.26288], [3.81627, 5.10623, 1.79999], [0.02526, 0.35490, 1.39025], [-1.37829, 0.30948, 2.13574], [-1.24041, -1.02059, 3.43633], [-1.15475, -0.30824, 4.79210], [-0.30652, 1.06025, 4.54432], [-0.96683, 1.68175, 3.30335], [-0.44541, -1.77613, 3.24392], [-2.20610, -1.56982, 3.36385], [-0.72021, -0.86788, 5.61923], [-2.20529, 0.04107, 5.14386], [0.78128, 0.91120, 4.35243], [-0.38864, 1.75182, 5.42580], [-0.36418, 2.31940, 2.68954], [-1.97180, 2.10658, 3.53881], [-5.50000, 1.80048, -2.46333], [-4.38270, 1.97820, -2.10943], [-3.10048, 2.38390, -1.66434], [-2.75359, 3.76357, -1.57883], [-1.49403, 3.97580, -0.98808], [-0.64344, 2.94331, -0.66596], [-0.93742, 1.65494, -0.95578], [-2.18521, 1.38031, -1.31344], [-3.47237, 4.43005, -1.99659], [-1.19058, 4.98601, -0.87362], [0.33009, 3.14835, -0.20303], [-2.42744, 0.36401, -1.48320]],
  "mulliken_spin": [1.999, 0.003, 0.005, 0.000, -0.007, 0.000, -0.002, 0.001, -0.001, 0.000, 0.000, 0.000, 0.000, 0.000, 0.003, -0.001, 0.008, -0.005, 0.004, -0.006, 0.014, 0.000, -0.008, 0.017, 0.000, -0.015, -0.006, 0.022, 0.003, 0.000, 0.000, -0.001, 0.000, 0.000, 0.000, 0.000, 0.000, -0.001, -0.005, 0.002, 0.002, 0.009, -0.037, -0.003, 0.002, 0.000, 0.000, -0.001, 0.000, 0.000, -0.040, 0.008, 0.003, 0.000, 0.000, 0.002, 0.000, 0.000, 0.000, 0.000, 0.000, 0.000, 0.000, -0.001, -0.001, 0.002, -0.006, 0.006, -0.002, 0.017, -0.004, 0.016, 0.000, 0.000, -0.001, 0.005],
  "e_above_lowest_ev": 1.325,
  "spin_multiplicity": 3,
  "homo_lumo_gap_ev": [6.32, 6.44]
}



(2)
{
  "formula": "C31H30CuN4O4S2",
  "method": "ωB97M-V with the def2-TZVPD basis set",
  "species": ["Cu", "C", "C", "N", "N", "C", "S", "S", "C", "C", "C", "C", "C", "C", "C", "C", "C", "C", "C", "C", "C", "O", "H", "H", "H", "H", "H", "H", "H", "H", "H", "H", "H", "H", "H", "H", "O", "C", "O", "C", "C", "C", "C", "C", "C", "N", "C", "C", "C", "C", "C", "C", "N", "H", "H", "H", "H", "H", "H", "H", "H", "H", "H", "C", "C", "O", "H", "H", "H", "H", "H", "H"],
  "positions_angstrom": [[0.02295, 0.53826, 0.61488], [2.62953, 3.42675, -1.22360], [2.12142, 2.11930, -0.67542], [0.85201, 1.93190, -0.51860], [0.02654, 2.97124, -0.98747], [-1.04155, 3.12728, -0.29565], [-1.47698, 2.24256, 1.14962], [-2.18508, 4.28345, -1.00908], [-2.81626, 5.11233, 0.48416], [-1.83042, 6.08374, 1.07258], [-1.72429, 7.37490, 0.56390], [-0.78507, 8.26047, 1.06834], [0.06516, 7.86483, 2.09268], [-0.04143, 6.58382, 2.61362], [-0.98556, 5.69935, 2.10951], [3.09648, 1.06180, -0.35861], [4.42480, 1.23832, -0.79628], [5.41747, 0.31657, -0.56523], [5.10342, -0.83873, 0.15662], [3.82100, -1.05613, 0.59180], [2.77673, -0.13580, 0.33719], [1.59512, -0.46061, 0.77672], [1.89510, 4.21263, -1.09390], [2.83388, 3.33309, -2.29218], [3.55399, 3.70569, -0.72439], [-3.11705, 4.34908, 1.20096], [-3.71573, 5.62513, 0.14306], [-2.38023, 7.68489, -0.24144], [-0.71425, 9.26061, 0.66053], [0.80163, 8.55379, 2.48511], [0.61195, 6.27005, 3.41802], [-1.06698, 4.69944, 2.51603], [4.67725, 2.12894, -1.35173], [6.42088, 0.49003, -0.92766], [5.87392, -1.56938, 0.37235], [3.55706, -1.94661, 1.14754], [-7.76515, 0.43596, 0.81995], [-6.78853, 1.21386, 0.28992], [-7.03272, 2.33518, -0.04842], [-5.43617, 0.58673, 0.16340], [-4.98495, -0.39314, 1.04044], [-3.70390, -0.90916, 0.91128], [-2.88105, -0.44654, -0.10438], [-3.31721, 0.54571, -0.97170], [-4.59213, 1.05856, -0.83741], [-1.52883, -0.89053, -0.23898], [-1.32459, -2.13948, -0.31765], [0.01384, -2.70221, -0.61820], [0.43697, -3.85718, 0.01938], [1.68864, -4.36087, -0.29965], [2.43917, -3.70290, -1.25594], [1.91021, -2.56543, -1.85577], [0.72016, -2.06486, -1.55138], [-7.44035, -0.46692, 0.92531], [-5.60506, -0.72432, 1.86584], [-3.32798, -1.63175, 1.62492], [-2.63778, 0.92939, -1.72184], [-4.93807, 1.85418, -1.48349], [-2.15276, -2.84802, -0.21932], [-0.19398, -4.34137, 0.75363], [2.06487, -5.25138, 0.18626], [3.41849, -4.06000, -1.54336], [2.47485, -2.03238, -2.61160], [0.68468, 0.51845, 5.02167], [0.90042, 0.48315, 3.52641], [-0.24456, -0.06626, 2.84740], [1.56207, 0.93615, 5.51741], [0.50916, -0.48279, 5.41545], [-0.16992, 1.14815, 5.28143], [1.72807, -0.16489, 3.25140], [1.10383, 1.48453, 3.13398], [-1.01987, 0.43639, 3.12895]],
  "mulliken_spin": [0.649, 0.009, 0.009, 0.081, 0.008, -0.003, 0.120, 0.005, 0.015, -0.006, 0.000, 0.000, 0.000, 0.001, 0.005, -0.024, 0.000, 0.002, 0.001, 0.009, 0.012, 0.108, 0.000, -0.001, 0.001, -0.006, 0.000, 0.000, 0.000, 0.000, 0.000, -0.003, 0.000, 0.000, 0.000, 0.000, 0.000, 0.000, 0.000, 0.000, 0.002, 0.001, 0.000, -0.004, 0.001, -0.006, 0.007, -0.001, 0.001, 0.000, 0.000, -0.001, -0.002, 0.000, 0.000, 0.000, 0.001, 0.000, 0.000, 0.000, 0.000, 0.000, 0.000, 0.001, -0.006, 0.024, 0.000, 0.000, 0.000, 0.001, 0.001, -0.008],
  "e_above_lowest_ev": 0.712,
  "spin_multiplicity": 2,
  "homo_lumo_gap_ev": [7.40, 7.06]
}